Entry 1:
Density functional theory data (wB97M-V/def2-TZVPD) for 2 unconnected molecules or ions with the total composition C4H9O2 in a non-equilibrium geometry.

Atoms and positions in Å:
H: 0.74 2.54 -0.42
H: 0.77 -0.44 -0.37
H: -0.34 3.49 0.56
C: 0.88 -2.59 -0.52
C: -0.01 2.47 0.37
O: -2.04 1.58 1.21
H: 0.30 -3.47 -0.24
H: -0.08 -1.22 0.94
C: -1.32 1.70 0.19
C: 0.18 -1.32 -0.12
O: -1.65 1.40 -0.98
H: 1.74 -2.70 0.14
H: -0.79 -1.12 -0.59
H: 1.21 -2.63 -1.55
H: 0.40 2.30 1.37

As for the HOMO energy: -3.715 eV. As for the frontier orbital gap: 7.5 eV. Its total charge is -1. Its energy above the lowest of the compared OMol25 structures with the same formula, charge and spin is 0.409 eV.

---

Entry 2:
Density functional theory data (wB97M-V/def2-TZVPD) for 2 unconnected molecules or ions with the total composition CH3NO3S in a non-equilibrium geometry.

Atoms and positions in Å:
H: -0.46 -1.21 0.32
C: -1.02 -0.17 0.34
O: -0.46 0.69 0.93
O: 3.07 1.48 0.29
N: -2.12 -0.07 -0.45
S: 3.44 0.30 -0.44
H: -2.84 -0.86 -0.61
H: -2.62 0.84 -0.44
O: 3.01 -0.99 0.06

As for the HOMO energy: -9.968 eV. As for the frontier orbital gap: 9.0 eV. Its total charge is 0. Its energy above the lowest of the compared OMol25 structures with the same formula, charge and spin is 0.532 eV.

---

Entry 3:
Density functional theory data (wB97M-V/def2-TZVPD) for 7 unconnected molecules or ions with the total composition C18H47ClO9S in a non-equilibrium geometry.

Atoms and positions in Å:
H: 0.34 -3.12 3.54
H: -8.36 0.64 6.91
H: 7.15 -0.92 -4.53
H: 5.91 1.71 -0.47
S: 1.77 3.74 -0.93
H: -1.92 0.43 -3.18
C: -4.88 1.88 2.66
H: 5.74 -2.43 -2.18
H: -5.90 -3.35 2.93
C: 7.91 -1.52 -5.05
H: 7.43 -2.02 -5.90
H: -1.84 0.20 -1.33
H: -0.65 2.77 -2.82
H: 4.30 -3.64 -3.85
O: -4.01 1.94 0.41
O: 2.05 3.21 -2.52
C: -7.27 0.60 6.96
O: 3.84 -1.65 -2.11
H: -4.37 -1.71 2.40
H: 3.46 -2.51 -1.89
O: -1.15 -0.64 1.83
C: -0.54 2.57 -0.55
C: 5.05 -1.89 -2.83
C: -5.08 -2.11 1.67
H: -6.95 -0.44 6.96
C: -1.18 2.21 -1.98
Cl: 0.49 1.22 0.17
H: -3.63 3.42 1.80
C: -1.31 0.63 -2.25
H: -4.69 2.16 3.70
H: -0.29 0.14 -2.38
H: 8.71 0.12 -6.20
H: -4.97 0.36 5.85
H: -2.81 1.86 2.07
H: 2.96 1.63 -3.60
C: 0.15 -2.08 3.26
H: 4.06 -2.13 -4.73
C: 9.06 -0.66 -5.52
H: 8.79 -2.09 -3.41
H: -5.83 2.33 2.35
C: 4.38 2.30 -2.01
H: -3.58 -2.80 0.28
C: -6.65 1.34 5.79
H: 1.09 -1.64 2.91
H: 5.06 3.14 -2.37
H: -1.86 -2.42 2.54
C: 4.76 -2.67 -4.09
H: -4.12 -4.03 1.45
H: -5.43 -1.28 1.05
H: -6.97 0.90 4.83
O: -6.21 -2.62 2.37
O: 8.38 -2.53 -4.16
H: 2.47 1.19 -1.90
H: 5.68 -2.85 -4.66
H: -6.95 2.39 5.80
O: 2.23 5.18 -0.96
H: 4.45 0.48 -0.72
H: -5.17 -3.59 0.11
C: -0.92 -2.00 2.18
H: -4.84 2.37 0.15
H: 9.81 -1.27 -6.02
O: 0.12 3.85 -0.63
O: -5.23 1.29 5.86
H: -1.42 2.71 0.16
H: -5.01 0.80 2.61
H: -0.61 -2.55 1.28
H: -2.25 2.63 -1.95
C: -3.75 2.33 1.76
H: -0.32 -0.27 1.50
H: 5.49 -0.92 -3.07
H: 9.55 -0.18 -4.67
C: 4.95 1.45 -1.04
C: -4.45 -3.19 0.83
C: 2.90 2.04 -2.53
H: -6.94 1.04 7.90
H: -0.16 -1.52 4.14

As for the HOMO energy: -9.457 eV. As for the frontier orbital gap: 9.8 eV. Its total charge is 0.

---

Entry 4:
Density functional theory data (wB97M-V/def2-TZVPD) for a single C3H6N2O2 molecule.

Atoms and positions in Å:
O: -0.68 1.27 -0.63
H: -0.86 -1.39 -2.28
C: -1.01 0.32 -1.50
C: 0.51 1.09 0.13
N: -0.03 -1.09 1.31
O: 1.42 0.54 2.04
N: -0.49 -0.84 -1.52
H: -1.78 0.70 -2.19
H: 0.14 -1.65 2.14
H: 1.26 1.52 1.41
C: 0.59 0.07 1.16
H: 1.37 0.97 -0.54
H: -0.43 -1.50 0.47

As for the HOMO energy: -8.319 eV. As for the frontier orbital gap: 9.2 eV. Its total charge is 0. Its energy above the lowest of the compared OMol25 structures with the same formula, charge and spin is 3.973 eV.

---

Entry 5:
Density functional theory data (wB97M-V/def2-TZVPD) for a molecular structure, C24H26CuNO3PSe2.

Atoms and positions in Å:
Se: -0.60 -2.71 0.09
C: -2.77 2.68 3.06
H: -2.85 2.54 0.94
C: -4.43 0.82 -2.39
H: 3.92 -3.02 0.33
C: -2.06 1.16 -0.95
O: 0.09 -4.89 -2.27
C: -2.37 2.01 -2.00
P: -0.49 1.21 -0.03
C: -0.36 1.27 2.84
H: -5.34 0.69 -2.95
C: 1.91 -4.14 -0.73
H: -0.41 -4.26 -1.72
C: 3.22 -4.75 -0.20
C: 1.53 2.74 -1.09
H: 2.96 -3.32 -2.41
C: 0.27 2.80 -0.52
H: 1.62 -3.19 1.19
C: 2.19 3.90 -1.49
H: 2.82 -1.20 1.44
H: 3.17 3.83 -1.94
C: -0.33 4.05 -0.34
H: -0.30 1.41 4.97
C: -1.07 1.61 1.68
H: 1.01 -6.09 -0.85
H: 0.72 -4.68 0.98
H: -2.41 2.65 5.18
C: 2.21 -2.98 -1.68
C: 1.03 -3.76 0.48
H: -3.78 2.51 -3.54
H: -4.79 -0.86 -1.10
C: 0.32 5.21 -0.74
C: -4.12 -0.04 -1.35
H: 2.00 1.76 -1.24
H: -3.70 3.22 3.13
C: 1.24 -5.26 -1.54
C: -2.94 0.12 -0.64
N: 1.39 -0.16 1.97
Cu: 0.67 -0.67 -0.08
H: 2.09 6.03 -1.62
H: 3.83 -5.03 -1.07
H: 2.99 -5.67 0.36
C: 0.90 0.51 2.93
H: -0.16 6.17 -0.60
C: -2.28 2.30 1.82
Se: 2.88 -1.27 -0.92
C: -0.86 1.67 4.08
H: -1.69 2.81 -2.27
O: 2.55 -0.80 2.30
C: -2.05 2.37 4.20
H: -2.68 -0.58 0.15
H: 1.31 -2.72 -2.23
H: -1.32 4.12 0.11
H: 1.96 -5.65 -2.28
H: 1.40 0.50 3.89
O: 3.96 -3.93 0.68
C: -3.55 1.84 -2.72
C: 1.58 5.13 -1.31

As for the HOMO energy: -3.878 eV. As for the frontier orbital gap: 6.4 eV. Its total charge is -1. Its energy above the lowest of the compared OMol25 structures with the same formula, charge and spin is 0.000 eV.

---

> Which value of HOMO does entry 3 give?

-9.457 eV

---

> The lowest frontier orbital gap belongs to which entry?

C24H26CuNO3PSe2

---

> Which value of HOMO does entry 3 give?

-9.457 eV

---

> Among the records above, which one has the highest HOMO?

C4H9O2